Entry 1:
C37H43N5ORu | the ωB97M-V functional and the def2-TZVPD basis

ORCA input file:
```
! RIJCOSX wB97M-V def2-TZVPD def2/J DEFGRID3
* xyz 1 6
Ru -0.15 0.07 1.17
O -2.14 1.78 2.26
N 0.18 -0.30 3.12
N 1.65 1.05 1.49
N -1.78 -1.16 1.72
N -0.72 -0.96 3.79
N -0.40 -0.19 -0.95
C 4.28 1.40 -1.72
C -3.80 -2.45 1.60
C -1.61 3.51 -2.46
C -4.44 2.59 1.82
C -0.63 -2.61 -1.02
C 1.57 0.21 5.07
C 3.47 1.64 4.66
C -2.68 -2.28 3.70
C -1.72 2.65 -4.82
C -1.53 4.41 -0.09
C -3.72 -2.78 2.97
C 0.31 -1.51 -3.05
C -3.49 1.41 1.99
C -1.71 -1.46 3.07
C 0.99 -2.83 -3.42
C 4.65 0.66 -0.61
C 3.07 2.08 -1.73
C 1.43 -3.98 -0.76
C 2.06 1.02 2.80
C 3.17 1.71 3.31
C 1.60 -1.50 -0.92
C -1.05 2.04 -0.67
C 2.27 -2.81 -1.29
C 1.24 0.29 3.71
C 2.68 0.89 5.53
C -1.04 1.21 -2.92
C 2.22 2.00 -0.64
C 3.82 0.59 0.49
C 0.15 -4.01 -2.92
C 0.18 -1.39 -1.52
C -0.81 0.94 -1.55
C -2.83 -1.64 1.04
C 2.57 1.23 0.48
C -1.40 3.30 -1.09
C -1.45 2.45 -3.35
C 2.38 -2.90 -2.81
C 0.04 -3.92 -1.40
H -0.55 4.63 0.33
H 2.78 2.67 -2.58
H 4.92 1.44 -2.59
H 2.86 -3.84 -3.09
H 0.96 -0.38 5.73
H -0.78 2.66 -5.37
H 1.28 2.54 -0.64
H 4.32 2.19 5.03
H -2.89 -1.36 0.00
H -0.69 -2.55 0.07
H -2.54 -2.47 4.75
H -4.47 -3.40 3.43
H -2.17 4.11 0.73
H -0.92 1.87 0.41
H 2.93 0.86 6.58
H 3.27 -2.84 -0.84
H 5.59 0.13 -0.60
H -1.64 -2.57 -1.44
H 1.06 -2.88 -4.52
H -4.61 -2.81 1.00
H 1.91 -4.93 -0.99
H -0.84 -3.99 -3.37
H -2.32 1.82 -5.21
H -4.17 3.18 0.95
H 0.63 -4.95 -3.21
H -3.45 0.85 1.05
H 1.33 -3.90 0.32
H -1.92 4.47 -2.83
H 2.20 -0.66 -1.28
H 4.09 -0.02 1.35
H -5.45 2.21 1.69
H 1.51 -1.41 0.19
H -0.68 -1.50 -3.51
H -1.93 5.32 -0.54
H 3.76 2.32 2.64
H -2.24 3.58 -5.00
H -0.57 -4.75 -1.03
H 0.90 -0.68 -3.43
H -3.85 0.74 2.78
H -2.14 2.28 3.09
H -4.43 3.23 2.70
H -0.95 0.43 -3.66
H 3.01 -2.09 -3.19
*
```

Values from the calculation:
Max |F|, eV/A: 1.773
ΔE to the lowest compared entry with this formula, charge and spin, kcal/mol: 4.82
Gap between HOMO and LUMO (alpha / beta), eV: 7.36 / 6.33
DFT total energy, eV: -51140.3940
Lowest unoccupied orbital energy (alpha / beta), eV: -1.75 / -4.61
⟨S²⟩: 8.830

***

Entry 2:
C37H44AsCoN2O3 | the ωB97M-V functional and the def2-TZVPD basis

ORCA input file:
```
! RIJCOSX wB97M-V def2-TZVPD def2/J DEFGRID3
* xyz 0 1
As -2.59 0.59 -1.00
Co 0.24 -0.20 0.12
O 2.13 -0.26 -0.50
O 0.61 -1.99 1.03
O -1.18 -0.81 1.36
N 4.20 -0.02 0.29
N -0.75 0.48 -1.31
C -3.07 -3.22 0.84
C -3.33 3.91 -3.71
C -3.71 1.56 -4.29
C -0.73 0.61 -3.75
C -2.14 -4.93 4.09
C -0.41 -3.31 3.60
C -0.18 0.90 -2.50
C -2.91 2.31 -1.94
C 2.29 0.66 1.69
C -0.53 -1.88 1.58
C -3.52 -0.82 -2.04
C 0.87 1.12 1.34
C -2.60 3.40 -1.10
C -1.52 -2.41 -2.38
C 2.88 0.10 0.42
C -3.00 4.98 -2.90
C -2.30 -3.56 2.09
C -3.80 -2.97 -3.11
C -4.92 -0.66 -2.08
C -5.72 -1.63 -2.68
C -6.04 -3.82 -3.89
C -2.80 -4.56 2.93
C -3.05 6.39 -3.41
C -2.65 4.70 -1.59
C -2.72 -5.99 4.98
C 0.88 -2.64 3.98
C -5.17 -2.79 -3.23
C -5.61 0.54 -1.49
C 1.00 1.67 -2.48
C 1.05 1.76 -4.89
C -3.29 2.59 -3.26
C -2.97 -2.02 -2.51
C -2.22 3.23 0.36
C -0.13 1.02 -4.92
C 1.60 2.08 -3.66
C -1.10 -2.95 2.44
C -0.95 -4.30 4.41
H 4.82 0.23 1.04
H -1.44 -3.49 -2.29
H -4.09 -2.92 1.09
H -0.58 0.76 -5.87
H -5.22 0.77 -0.49
H 1.25 -3.03 4.93
H -2.40 5.52 -0.92
H -3.62 4.09 -4.74
H 0.20 1.19 2.20
H -2.87 -6.93 4.43
H -6.79 -1.49 -2.71
H -4.68 1.84 -4.70
H -1.29 2.67 0.48
H -4.08 6.71 -3.56
H 2.50 2.68 -3.61
H 0.88 2.06 0.79
H -2.58 7.08 -2.72
H 4.57 -0.46 -0.54
H -3.69 -5.69 5.37
H -6.68 0.36 -1.40
H -2.98 2.70 0.92
H 1.52 2.09 -5.81
H -3.13 -4.09 0.18
H -3.36 -3.88 -3.48
H -3.79 0.56 -3.90
H -0.94 -2.10 -3.26
H 1.64 -2.79 3.22
H -2.07 -6.20 5.83
H -5.46 -4.67 -4.22
H -0.43 -4.57 5.32
H -2.63 -2.40 0.28
H -3.73 -5.05 2.66
H -6.81 -4.18 -3.20
H 2.92 1.45 2.11
H -1.03 -1.96 -1.52
H -5.47 1.44 -2.10
H -1.64 0.02 -3.80
H 2.27 -0.16 2.42
H -6.56 -3.40 -4.75
H 0.74 -1.56 4.10
H -2.08 4.21 0.81
H -3.00 1.55 -5.12
H 1.42 1.97 -1.53
H -2.54 6.47 -4.37
*
```

Values from the calculation:
Max |F|, eV/A: 0.690
Gap between HOMO and LUMO (alpha / beta), eV: 7.36 / 7.46
DFT total energy, eV: -146672.3022
Lowest unoccupied orbital energy (alpha / beta), eV: 0.28 / 0.36

***

Entry 3:
C37H44BF5MoN6O5S3Se | the ωB97M-V functional and the def2-TZVPD basis

ORCA input file:
```
! RIJCOSX wB97M-V def2-TZVPD def2/J DEFGRID3
* xyz 2 1
Mo 2.10 2.01 -0.90
Se 1.97 3.20 -3.35
S 3.50 0.90 0.78
S 0.83 3.16 0.86
S -0.15 1.84 -2.01
F -0.87 3.69 -4.38
F -1.56 8.01 -2.72
F 0.92 8.02 -1.64
F 2.52 5.88 -1.94
F -2.45 5.85 -4.08
O 4.17 2.03 -1.74
O 2.99 3.68 -0.22
O 3.90 -1.16 -3.14
O 4.77 4.97 0.08
O 2.45 0.23 -2.19
N -1.73 0.24 0.73
N 0.22 -1.86 -0.93
N -0.64 1.01 0.72
N 0.46 -1.29 1.88
N 0.17 -0.54 -1.03
N 1.31 -0.46 1.25
C -1.82 -4.57 -1.56
C 4.26 4.00 -0.37
C -0.41 -2.56 -1.85
C 0.47 -4.52 -0.55
C -4.56 -0.43 2.62
C -0.41 4.75 -3.70
C -0.10 -2.44 5.06
C -1.79 0.18 -4.13
C -0.78 6.96 -2.86
C -1.45 -2.84 3.00
C 0.22 -4.66 -3.03
C -1.11 -0.56 -3.03
C -1.64 4.15 2.49
C 5.09 2.99 -1.18
C -1.11 -1.92 -2.90
C -0.39 0.13 -2.03
C -2.81 1.99 1.92
C 3.15 -1.13 2.59
C -3.82 -1.42 0.44
C -1.24 5.85 -3.56
C 0.45 -4.37 3.56
C -0.58 2.25 1.19
C 2.58 -0.32 1.56
C -2.81 0.71 1.29
C 3.60 -0.07 -2.51
C 4.75 0.83 -2.20
C 0.92 -2.03 2.85
C 4.59 -1.00 2.96
C -4.08 -0.12 1.20
C 2.29 -1.99 3.21
C -0.05 -2.92 3.61
C -1.70 2.78 1.88
C 0.49 6.96 -2.30
C -0.37 -4.07 -1.74
C -5.14 0.70 0.46
C 1.30 5.85 -2.45
C 0.86 4.72 -3.14
B 0.67 0.39 0.12
H -4.74 -2.00 0.42
H -1.06 0.79 -4.68
H 3.12 -1.71 -3.30
H -1.82 -5.65 -1.45
H -3.83 -1.03 3.17
H -0.45 -1.41 5.13
H 0.53 -4.74 2.53
H 0.45 -5.61 -0.49
H 5.61 3.49 -1.99
H 5.35 1.01 -3.10
H -2.13 -3.47 3.58
H 4.85 -1.72 3.73
H 2.65 -2.62 4.01
H -4.80 0.98 -0.54
H -3.71 2.34 2.41
H 5.23 -1.15 2.09
H -0.34 -4.36 -3.92
H 1.26 -4.35 -3.15
H -3.04 -2.01 0.92
H -4.77 0.47 3.20
H -1.64 -2.53 -3.63
H -5.41 1.62 1.00
H -3.52 -1.22 -0.58
H -2.27 -4.13 -0.68
H -0.25 -5.01 4.09
H -5.49 -1.00 2.57
H -1.41 4.89 1.72
H -0.85 4.20 3.24
H 0.88 -2.50 5.55
H 1.50 -4.19 -0.64
H -2.44 -4.33 -2.43
H 1.42 -4.49 4.04
H -1.46 -3.18 1.97
H -2.28 -0.50 -4.82
H 0.20 -5.74 -2.98
H 4.79 0.01 3.34
H -1.82 -1.82 3.02
H -2.53 0.87 -3.73
H -6.05 0.11 0.36
H 0.07 -4.12 0.38
H -2.59 4.41 2.95
H -0.78 -3.07 5.63
H 5.79 2.48 -0.52
H 5.38 0.36 -1.43
*
```

Values from the calculation:
Max |F|, eV/A: 1.718
Gap between HOMO and LUMO (alpha / beta), eV: 4.74 / 4.73
DFT total energy, eV: -172221.1619
Lowest unoccupied orbital energy (alpha / beta), eV: -7.81 / -7.82

***

Entry 4:
C37H44BHfN10O4S2Te | the ωB97M-V functional and the def2-TZVPD basis

ORCA input file:
```
! RIJCOSX wB97M-V def2-TZVPD def2/J DEFGRID3
* xyz 1 1
Hf 0.41 0.58 -0.27
Te 1.79 2.60 1.03
S 1.16 5.80 1.09
S -4.30 -6.39 3.35
O -4.03 -7.77 3.69
O -4.02 -6.03 1.97
O -5.52 -5.82 3.89
O 2.51 -0.19 1.07
N -0.31 -0.65 1.48
N -1.25 -1.07 -2.10
N -1.73 1.41 0.04
N -2.47 -4.43 3.59
N 0.38 1.67 -2.26
N -0.78 1.34 -2.91
N -2.90 -5.61 5.59
N -0.12 -1.40 -1.36
N -2.44 0.92 -1.05
N 2.45 -0.20 -1.51
C 1.04 2.56 -3.03
C 3.37 2.75 -3.88
C 0.74 4.30 0.40
C 2.00 -4.05 -1.84
C 2.29 -0.48 -2.81
C -2.35 3.98 2.20
C -1.56 1.84 3.27
C -3.75 0.97 -0.82
C -1.15 -3.27 -2.07
C 0.98 -3.67 -0.77
C -2.55 2.47 2.30
C 1.67 -3.19 0.50
C 4.79 -0.58 -1.76
C -1.55 -3.63 5.62
C 0.28 2.80 -4.17
C -1.86 -2.18 -2.51
C 3.67 -0.28 -1.00
C 3.34 -0.82 -3.64
C -0.17 -1.64 3.65
C -0.86 2.02 -4.05
C 4.62 -0.86 -3.11
C 0.27 -0.75 2.69
C -2.68 1.79 0.95
C -1.92 -2.28 2.17
C -3.94 1.53 0.43
C -0.25 4.45 -0.54
C -1.76 -3.55 4.27
C 2.39 4.65 -2.59
C -2.14 -4.73 6.23
C -1.25 -2.46 3.38
C 2.40 3.12 -2.74
C 3.81 -0.07 0.47
C -0.07 -2.76 -1.36
C -1.43 -1.37 1.26
C -3.08 -5.41 4.26
C -0.67 5.80 -0.68
C 0.01 6.64 0.15
B -1.83 0.36 -2.35
H 4.47 -0.83 0.88
H 1.52 -4.49 -2.72
H -1.79 0.79 3.44
H 5.47 -1.11 -3.72
H -4.88 1.72 0.92
H 1.09 -0.08 2.89
H -1.63 2.36 4.23
H 2.34 -2.35 0.27
H -4.45 0.62 -1.56
H 3.15 -1.05 -4.68
H -0.53 1.94 2.92
H -1.34 4.23 1.88
H 4.23 0.91 0.70
H -3.06 4.43 1.51
H 0.53 3.46 -4.99
H -0.68 3.64 -1.10
H 2.56 -3.16 -2.17
H -1.92 -1.26 0.31
H 3.11 3.30 -4.79
H 2.29 -4.00 0.90
H -0.99 -2.89 6.19
H -2.51 4.43 3.19
H 0.97 -2.90 1.27
H 2.75 2.67 -1.81
H -1.44 6.13 -1.36
H 4.39 3.03 -3.60
H -2.77 -2.11 -3.09
H 2.07 5.11 -3.52
H -2.78 -2.89 1.94
H -0.10 7.71 0.26
H 1.29 -0.44 -3.20
H -1.99 -4.91 7.29
H 0.37 -1.70 4.59
H 0.42 -4.57 -0.51
H -1.71 1.89 -4.71
H -2.71 0.24 -3.16
H 2.72 -4.77 -1.45
H 3.40 5.00 -2.37
H 2.54 -0.85 1.77
H 5.76 -0.63 -1.29
H -1.39 -4.31 -2.21
H -3.53 2.31 2.74
H 1.73 4.99 -1.79
H 3.36 1.69 -4.12
*
```

Values from the calculation:
Max |F|, eV/A: 1.507
ΔE to the lowest compared entry with this formula, charge and spin, kcal/mol: 1.15
Gap between HOMO and LUMO, eV: 4.70
DFT total energy, eV: -93118.9205
Lowest unoccupied orbital energy, eV: -4.25